# C7H19FNO4P2

2 unconnected molecules or ions with the total composition C7H19FNO4P2 (ωB97M-V/def2-TZVPD, the Open Molecules 2025 dataset).

Cartesian coordinates (Å):
C  3.639  0.830  0.124
P  2.475  1.636  -1.157
O  3.209  3.107  -1.626
C  0.890  1.912  -0.193
O  -0.255  2.208  -0.983
P  -1.486  2.689  0.174
C  -2.169  0.898  0.455
C  -2.069  0.011  -0.838
N  -1.161  -0.903  -1.004
O  -0.431  2.692  1.608
C  0.848  2.934  1.024
F  1.170  4.272  0.784
H  2.989  0.272  0.846
H  4.245  0.094  -0.465
H  4.293  1.587  0.626
H  4.074  2.838  -1.968
H  0.777  0.921  0.351
H  -2.516  3.144  1.113
H  -2.520  2.855  -0.843
H  -1.195  4.101  -0.031
H  -1.665  0.410  1.336
H  -3.270  0.978  0.674
H  -2.794  0.112  -1.686
H  -0.578  -0.902  -0.157
H  1.562  2.485  1.774
C  -1.130  -5.451  -0.068
C  -1.012  -4.004  0.375
O  0.202  -3.436  -0.091
H  -0.288  -6.037  0.309
H  -2.059  -5.897  0.293
H  -1.107  -5.523  -1.159
H  -1.014  -3.938  1.465
H  -1.848  -3.410  -0.008
H  0.195  -3.484  -1.052

Results
Calculated total energy in Ha: -1416.33873
Frontier orbital gap in eV: 7.180
Charge: -1